Entry from the Open Molecules 2025 dataset: 3 unconnected molecules or ions with the total composition H6S3 (ωB97M-V/def2-TZVPD).

```
9
Properties=species:S:1:pos:R:3
S -4.4070 3.2631 -1.6981
H -4.0129 2.2010 -2.4047
H -5.0532 3.8139 -2.7227
S 1.6271 -0.1071 -0.6717
H 1.9072 0.7255 -1.6823
H 1.5143 -1.1526 -1.5002
S 2.3223 -3.2073 3.3048
H 3.6327 -3.4685 3.3818
H 2.4696 -2.0679 3.9930
```

Results
E_LUMO: 0.764 eV
gap between HOMO and LUMO: 10.5 eV
structure (SMILES): S.S.S
maximum force: 0.006 Eh/bohr
energy above the lowest of the compared OMol25 structures with the same formula, charge and spin: 1.8 kcal per mole
total energy: -1198.12166 hartree



Entry from the Open Molecules 2025 dataset: a single C4H9NO molecule (ωB97M-V/def2-TZVPD).

```
15
Properties=species:S:1:pos:R:3
O 1.3147 -1.1362 -2.0503
C 0.2026 -0.7446 -1.8542
C -0.2564 -0.0643 -0.5801
C 0.8171 0.0593 0.5558
C 0.3783 1.0719 1.6313
N -1.5600 -0.4448 -0.0929
H -0.6775 -1.0099 -2.5770
H -0.3376 0.9724 -1.0843
H 1.6672 0.4720 0.0073
H 1.1117 -0.9585 0.8278
H -0.0001 0.4714 2.4656
H 1.2307 1.6558 2.0213
H -0.3967 1.7514 1.2842
H -1.3704 -1.3539 0.3317
H -2.1233 -0.7421 -0.8862
```

Results
E_LUMO: 0.857 eV
gap between HOMO and LUMO: 10.3 eV
structure (SMILES): CC[C@H](N)C=O
maximum force: 0.058 Eh/bohr
energy above the lowest of the compared OMol25 structures with the same formula, charge and spin: 39.7 kcal per mole
total energy: -287.76911 hartree



Entry from the Open Molecules 2025 dataset: a molecular structure, C8H7I3 (ωB97M-V/def2-TZVPD).

```
18
Properties=species:S:1:pos:R:3
C -1.7651 -1.2019 0.2094
C -2.3810 -1.8200 -0.8156
C 1.4856 1.2041 -0.8562
C 2.3520 1.0750 0.4377
C -0.7867 -0.0292 0.1909
C 0.6222 -0.1208 -0.4972
C 0.0651 0.2105 1.4664
C 1.2045 0.1090 0.8461
I -3.7173 -3.4065 -0.4146
I -0.5010 1.0695 3.3143
I -2.1711 -1.2851 -2.9038
H -2.0945 -1.6496 1.1837
H 0.7516 1.9893 -0.7465
H 1.8706 1.1516 -1.8345
H 3.4150 0.7398 0.4007
H 2.2262 1.9795 1.1010
H -1.2273 0.9827 -0.0386
H 0.6512 -0.9978 -1.0433
```

Results
E_LUMO: -0.258 eV
gap between HOMO and LUMO: 8.5 eV
maximum force: 0.060 Eh/bohr
energy above the lowest of the compared OMol25 structures with the same formula, charge and spin: 78.7 kcal per mole
total energy: -1201.95330 hartree



Entry from the Open Molecules 2025 dataset: a molecular structure, C18H29CoN6O6P (ωB97M-V/def2-TZVPD).

```
61
Properties=species:S:1:pos:R:3
Co -0.6452 0.5115 0.4286
C -2.1605 0.6460 3.0844
N -1.9231 1.4209 1.8549
C -1.4553 2.7722 2.2372
C -3.2034 1.5474 1.1123
C -2.8746 2.0169 -0.2637
C -3.6419 2.9206 -0.9859
C -3.2299 3.3197 -2.2481
C -2.0395 2.8365 -2.7708
C -1.2568 1.9442 -2.0439
C -1.6925 1.5270 -0.8002
H -2.9560 1.1155 3.6695
H -1.2584 0.6313 3.6884
H -2.4560 -0.3750 2.8443
H -2.1740 3.2125 2.9342
H -1.3798 3.3974 1.3510
H -0.4784 2.7083 2.7046
H -3.8915 2.2181 1.6353
H -3.6711 0.5584 1.0848
H -4.5514 3.3197 -0.5529
H -3.8217 4.0289 -2.8104
H -1.6967 3.1690 -3.7417
H -0.2982 1.6461 -2.4375
O -2.4877 -1.7658 -0.0798
C -1.8072 -0.9260 0.2272
C 2.7887 -2.9103 -1.9271
N 1.4597 -3.4244 -1.5893
C 0.6305 -3.4407 -2.7947
N 0.5438 -2.1347 -3.4370
C 1.8918 -1.6644 -3.7460
N 2.7479 -1.5976 -2.5652
C 2.3744 -0.5364 -1.6543
P 0.6635 -0.8682 -0.9844
C 0.8437 -2.6684 -0.5155
C -0.1869 -1.1736 -2.6279
H 3.2541 -3.6118 -2.6204
H 3.3947 -2.8534 -1.0221
H -0.3724 -3.7829 -2.5325
H 1.0690 -4.1443 -3.5027
H 1.8376 -0.6783 -4.2090
H 2.3402 -2.3635 -4.4527
H 2.3643 0.4272 -2.1598
H 3.0704 -0.4824 -0.8202
H -0.1391 -3.0906 -0.2924
H 1.4561 -2.7340 0.3805
H -0.2670 -0.2368 -3.1777
H -1.2005 -1.5407 -2.4526
O 2.6936 2.5453 0.8326
N 1.7111 2.1125 0.2877
O 1.4617 2.2068 -0.9038
O 0.7715 1.6125 1.0820
N 1.7152 -0.7500 4.9067
C 2.6441 -0.6655 3.7810
C 1.8836 -0.7868 2.4725
O 2.4025 -0.8776 1.3943
O 0.5506 -0.7344 2.6254
H 1.9643 -0.1201 5.6564
H 1.6808 -1.6857 5.2920
H 0.4469 -0.6504 3.6125
H 3.4384 -1.4125 3.7867
H 3.1220 0.3148 3.7553
```

Results
E_LUMO (spin up / spin down): -4.031 / -4.030 eV
gap between HOMO and LUMO (spin up / spin down): 7.1 / 7.1 eV
maximum force: 0.037 Eh/bohr
energy above the lowest of the compared OMol25 structures with the same formula, charge and spin: 19.5 kcal per mole
total energy: -3207.05433 hartree
net charge: +1



Entry from the Open Molecules 2025 dataset: a gas-phase ion, C5H13NP (charge +1) (ωB97M-V/def2-TZVPD).

```
20
Properties=species:S:1:pos:R:3
C -0.6463 -2.4573 -1.1108
C 0.1969 -1.1801 -0.2657
C -0.3820 -3.0425 -2.4268
C -0.1480 2.3733 -0.1473
C 0.3878 1.2901 0.8273
N 0.2899 1.9301 2.1625
P -0.4692 -0.3761 1.1016
H -0.9424 -3.0818 -0.3351
H 0.7716 -0.5349 -0.8825
H 0.4997 -3.7152 -2.3742
H -1.2227 -3.5802 -2.7460
H -0.1189 -2.4070 -3.3289
H -1.0801 2.8458 0.2515
H 0.5053 3.2885 -0.1867
H -0.2361 1.9016 -1.0790
H 1.4682 1.1414 0.5740
H 0.2232 1.1030 2.9615
H -0.6088 2.5170 2.2328
H 1.1052 2.5034 2.3764
H 0.4065 -0.5190 2.3953
```

Results
E_LUMO (spin up / spin down): -4.312 / -3.763 eV
gap between HOMO and LUMO (spin up / spin down): 7.6 / 8.2 eV
structure (SMILES): C/C=C/P[C@@H](C)[NH3+]
maximum force: 0.162 Eh/bohr
energy above the lowest of the compared OMol25 structures with the same formula, charge and spin: 103.5 kcal per mole
total energy: -593.98427 hartree
net charge: +1



Entry from the Open Molecules 2025 dataset: a molecular structure, C44H50INO4ReS4Si (ωB97M-V/def2-TZVPD).

```
106
Properties=species:S:1:pos:R:3
Re 0.3104 -0.9623 -1.4412
C -2.2928 3.3411 1.1494
C -0.8703 2.7864 1.0442
C -0.1557 3.4064 -0.1531
C -0.1120 3.0861 2.3360
O -0.9136 1.3815 0.8094
Si -1.3513 0.1362 1.7498
S -1.2083 -1.5255 0.4772
O -2.8580 0.2668 2.3813
C -4.1707 -0.0313 1.9326
C -4.3401 0.3138 0.4585
C -4.4513 -1.5163 2.1562
C -5.0916 0.8302 2.8000
O -0.3970 0.1208 3.0782
C -0.6424 -0.2320 4.4329
C -1.2948 -1.6099 4.5054
C 0.7063 -0.2458 5.1593
C -1.5449 0.8248 5.0670
H -2.2742 4.3538 1.5858
H -2.8945 2.6853 1.7952
H -2.7628 3.3942 0.1581
H -0.2567 4.5025 -0.1325
H -0.5859 3.0150 -1.0814
H 0.9117 3.1523 -0.1454
H 0.1861 4.1463 2.3650
H 0.7832 2.4534 2.4034
H -0.7508 2.8719 3.2034
H -3.6078 -0.2368 -0.1464
H -4.1933 1.3920 0.2917
H -5.3547 0.0441 0.1212
H -3.6815 -2.1152 1.6526
H -5.4323 -1.7814 1.7383
H -4.4474 -1.7618 3.2293
H -4.9707 1.8915 2.5479
H -4.8370 0.6931 3.8598
H -6.1410 0.5490 2.6475
H -0.7755 -2.3094 3.8341
H -2.3423 -1.5424 4.1803
H -1.2526 -1.9975 5.5312
H 1.3526 -1.0553 4.7898
H 0.5360 -0.3967 6.2371
H 1.2266 0.7141 5.0143
H -2.4456 0.9404 4.4547
H -1.0266 1.7948 5.1169
H -1.8267 0.5233 6.0853
I 0.9205 -1.6147 -5.1091
C -0.3900 -2.8399 -4.0240
C -1.0132 -3.8555 -4.7352
C -1.8738 -4.7189 -4.0792
C -2.0464 -4.5351 -2.7122
C -1.3813 -3.5084 -2.0777
N -0.5708 -2.6331 -2.7097
H -0.8197 -3.9524 -5.7992
H -2.3963 -5.5056 -4.6206
H -2.7068 -5.1801 -2.1313
H -1.5465 -3.3247 -1.0183
O 2.1717 -0.7097 -2.5797
C 3.1594 0.0758 -1.9956
C 4.4606 -0.3478 -2.6352
C 4.7487 -1.5958 -3.1012
C 6.0237 -1.6802 -3.6998
C 6.6872 -0.4977 -3.6804
S 5.7614 0.7490 -2.9394
C 2.9712 1.5559 -2.2063
C 3.5456 2.5796 -1.5010
C 3.1415 3.8524 -1.9582
C 2.2905 3.7695 -3.0156
S 1.9681 2.1408 -3.4684
C 3.1600 -0.2162 -0.4834
C 2.4384 0.5298 0.6306
C 3.2075 0.4514 1.8695
C 4.3223 -0.2820 1.8002
S 4.6894 -0.9151 0.2123
H 4.0486 -2.4312 -3.0284
H 6.4251 -2.5982 -4.1304
H 7.6800 -0.2724 -4.0587
H 4.2348 2.4268 -0.6745
H 3.4767 4.7861 -1.5108
H 1.8049 4.5827 -3.5503
H 1.8789 1.4509 0.4163
H 2.8818 0.9656 2.7764
H 5.0121 -0.5131 2.6059
C 1.8506 -0.7308 0.0342
C 1.9141 -2.0477 0.6914
C 2.3299 -3.1468 -0.0696
C 2.4706 -4.3939 0.5069
C 2.1865 -4.5679 1.8513
C 1.7468 -3.4925 2.6070
C 1.6170 -2.2408 2.0389
H 2.5664 -3.0087 -1.1321
H 2.8308 -5.2269 -0.0940
H 2.3099 -5.5451 2.3203
H 1.5258 -3.6345 3.6659
H 1.2759 -1.3858 2.6327
C -0.6160 0.3777 -2.3310
C -1.3465 1.3400 -3.0662
C -1.0368 1.6704 -4.4023
C -1.8044 2.5721 -5.1066
C -2.9108 3.1749 -4.5222
C -3.2263 2.8730 -3.2041
C -2.4615 1.9792 -2.4852
H -0.1805 1.1923 -4.8747
H -1.5412 2.8148 -6.1378
H -3.5249 3.8693 -5.0921
H -4.0878 3.3481 -2.7330
H -2.7116 1.7297 -1.4552
```

Results
E_LUMO: 2.164 eV
gap between HOMO and LUMO: 5.9 eV
maximum force: 0.109 Eh/bohr
energy above the lowest of the compared OMol25 structures with the same formula, charge and spin: 0.0 kcal per mole
total energy: -4320.74319 hartree
net charge: -1



Entry from the Open Molecules 2025 dataset: 2 unconnected molecules or ions with the total composition C4H4BF4N3O (ωB97M-V/def2-TZVPD).

```
17
Properties=species:S:1:pos:R:3
N -1.1148 -0.6087 -1.3808
C -1.2059 -1.4698 -0.3899
O -1.0889 -2.0735 0.9686
C -0.0520 -1.3982 1.7647
N -0.0935 -0.6398 3.0732
C 1.3242 -0.1596 3.3069
C 2.2177 -0.7223 2.0431
N 1.3178 -1.4929 1.1020
H -0.9814 -0.5111 3.6061
H 1.6903 0.5014 4.2199
H 3.3640 -0.5689 1.8264
H 1.4896 -1.9881 0.1998
B -1.3734 2.2263 -4.0680
F -1.8441 2.5861 -2.7403
F -2.2556 1.2217 -4.6393
F -1.3690 3.4065 -4.9170
F -0.0249 1.6908 -3.9755
```

Results
E_LUMO: -3.333 eV
gap between HOMO and LUMO: 6.0 eV
maximum force: 0.225 Eh/bohr
energy above the lowest of the compared OMol25 structures with the same formula, charge and spin: 156.7 kcal per mole
total energy: -818.48085 hartree



Entry from the Open Molecules 2025 dataset: a gas-phase ion, C4H10NOS (charge -1) (ωB97M-V/def2-TZVPD).

```
17
Properties=species:S:1:pos:R:3
C 1.4536 0.6547 0.6533
O 2.1288 1.7959 1.1653
C -0.0276 1.0837 0.3051
C -1.0876 -0.1008 -0.1524
C -0.6558 -1.5240 0.0407
S -0.2644 -2.7283 -1.2461
N -0.2352 1.9894 -0.8635
H 1.4029 -0.2135 1.5189
H 1.8750 0.0733 -0.1800
H -0.5428 1.4722 1.2353
H -1.2333 -0.1119 -1.2870
H -1.8501 0.2137 0.4972
H 0.3511 -1.5578 0.4314
H -1.2655 -2.0765 0.6186
H -0.5736 -3.8460 -0.7257
H 0.6223 1.8626 -1.3421
H -0.0977 3.0131 -0.6689
```

Results
E_LUMO: 3.074 eV
gap between HOMO and LUMO: 5.6 eV
structure (SMILES): N[C@H](C[O-])CCS
maximum force: 0.076 Eh/bohr
energy above the lowest of the compared OMol25 structures with the same formula, charge and spin: 108.8 kcal per mole
total energy: -686.49123 hartree
net charge: -1